Density functional theory data (ωB97M-V with the def2-TZVPD basis set) for 5 unconnected molecules or ions with the total composition C11H34N8O5 at a distorted geometry.

Results
Energy above the lowest of the compared OMol25 structures with the same formula, charge and spin in kcal per mole: 5.5
Frontier orbital gap in eV: 9.78
SMILES: COC[C@H](C)N.COC[C@H](C)N.NC(N)=O.NC(N)=O.NC(N)=O
Max |F| in eV/A: 1.78

Atoms and positions in Å:
C1 -0.5979 -1.2631 -3.2102
O1 0.2336 -0.9301 -2.1240
C2 1.2637 -0.0550 -2.5186
C3 1.7129 0.7944 -1.3263
C4 0.5997 1.8059 -0.9847
N1 2.9445 1.5327 -1.6779
H1 -0.0115 -1.7780 -3.9828
H2 -0.9715 -0.3676 -3.7255
H3 -1.4532 -1.8698 -2.9301
H4 2.1135 -0.6308 -2.9154
H5 0.9997 0.6577 -3.3116
H6 1.9714 0.1409 -0.4853
H7 1.0121 2.4659 -0.2198
H8 -0.2659 1.2944 -0.5745
H9 0.3815 2.3876 -1.8777
H10 3.4172 1.6700 -0.7822
H11 3.6085 0.8432 -2.0461
C5 -4.2058 -2.2107 0.7453
O2 -3.3193 -1.8888 -0.3300
C6 -3.9891 -1.2401 -1.4110
C7 -3.6593 0.2357 -1.5988
C8 -3.7207 1.0003 -0.2782
N2 -4.6316 0.8154 -2.5312
H12 -4.3502 -1.3070 1.3373
H13 -3.7696 -3.0356 1.3151
H14 -5.1393 -2.6586 0.3933
H15 -3.5906 -1.7791 -2.2842
H16 -5.0592 -1.4591 -1.4521
H17 -2.6393 0.3287 -1.9863
H18 -4.7199 0.9333 0.1620
H19 -3.4692 2.0521 -0.3960
H20 -3.0681 0.5218 0.4584
H21 -4.8683 0.2383 -3.3336
H22 -4.1689 1.6161 -2.9568
N3 -0.6734 -1.1273 0.5527
C9 -0.3213 -0.8866 1.8247
N4 -1.0913 -1.4937 2.7896
O3 0.6009 -0.1121 2.1416
H23 -0.1132 -0.6850 -0.1607
H24 -1.3673 -1.8200 0.3204
H25 -1.6478 -2.2719 2.4906
H26 -0.9935 -1.2452 3.7519
N5 2.4035 2.1555 2.2994
C10 2.2437 3.0209 3.3584
N6 1.2846 2.6266 4.2395
O4 2.9004 4.0461 3.5056
H27 3.0812 2.4031 1.6064
H28 1.6932 1.4426 2.2119
H29 0.6404 1.8901 4.0120
H30 1.1137 3.2158 5.0320
N7 4.2846 -1.0120 1.7646
C11 4.9525 -1.3292 0.6236
N8 6.3162 -1.4145 0.7871
O5 4.4104 -1.6092 -0.4431
H31 3.2918 -0.8556 1.8167
H32 4.8071 -0.6702 2.5497
H33 6.6740 -1.4297 1.7222
H34 6.9198 -1.6993 0.0426

These are the Mulliken partial charges, in e, on atoms 1 to 2:
1 C -0.879
2 O -0.228



Density functional theory data (ωB97M-V with the def2-TZVPD basis set) for 7 unconnected molecules or ions with the total composition C11H35ClO10 at a distorted geometry.

Results
Energy above the lowest of the compared OMol25 structures with the same formula, charge and spin in kcal per mole: 32.9
Frontier orbital gap in eV: 7.01
Max |F| in eV/A: 2.85

Atoms and positions in Å:
O1 -6.2587 2.3386 -7.5034
H1 -5.4633 2.4196 -8.0347
H2 -6.1687 2.7785 -6.6548
H3 -6.5448 1.4282 -7.3995
Cl1 -7.3724 4.9517 -10.1674
O2 -6.0222 4.5865 -9.8186
O3 -7.6151 6.2458 -9.6067
O4 -7.6201 4.9524 -11.6116
O5 -8.2863 4.0230 -9.5531
C1 -11.2268 0.1967 -12.1453
C2 -9.8384 -0.0039 -11.5510
C3 -9.4506 1.1328 -10.6205
O6 -9.9384 -1.2377 -10.9392
H4 -11.1843 1.1306 -12.7057
H5 -11.9668 0.3460 -11.3590
H6 -11.6747 -0.5525 -12.7981
H7 -9.0810 -0.1376 -12.3234
H8 -8.5006 1.0094 -10.1004
H9 -10.2014 1.2512 -9.8393
H10 -9.3316 2.0706 -11.1630
H11 -9.9368 -1.8934 -11.6403
C4 -4.8764 6.6794 -12.9217
C5 -5.5515 6.7958 -14.2714
C6 -5.1788 5.6185 -15.1591
O7 -6.9548 6.8902 -14.1621
H12 -3.7994 6.7687 -13.0637
H13 -5.0809 5.7666 -12.3622
H14 -5.1287 7.4828 -12.2297
H15 -5.1920 7.6972 -14.7677
H16 -5.5030 4.6969 -14.6758
H17 -4.1191 5.5224 -15.3953
H18 -5.7799 5.7453 -16.0595
H19 -7.1544 6.2280 -13.4963
C7 -3.3051 8.0050 -9.6790
C8 -3.9352 7.8830 -8.2952
C9 -5.2997 8.5574 -8.3226
O8 -4.2541 6.5341 -8.0904
H20 -3.8318 7.3833 -10.4030
H21 -2.2500 7.7334 -9.6469
H22 -3.2163 9.0616 -9.9316
H23 -3.2720 8.2584 -7.5159
H24 -5.2634 9.6425 -8.4186
H25 -5.9426 8.3488 -7.4674
H26 -5.9523 8.2533 -9.1409
H27 -5.0304 6.3186 -8.6123
C10 -11.4755 4.4260 -10.7498
O9 -12.8237 4.8772 -11.0154
H28 -10.7452 4.7345 -11.4979
H29 -11.1170 4.9204 -9.8469
H30 -11.5591 3.3491 -10.6035
H31 -13.0453 4.3383 -11.7783
C11 -8.1452 5.3428 -6.1519
O10 -9.1495 5.8947 -6.9710
H32 -8.3147 5.6809 -5.1296
H33 -8.0195 4.2615 -6.2072
H34 -7.2105 5.8019 -6.4740
H35 -8.9810 5.6560 -7.8855

These are the Mulliken partial charges, in e, on atoms 1 to 2:
1 O -0.306
2 H 0.426



Density functional theory data (ωB97M-V with the def2-TZVPD basis set) for 9 unconnected molecules or ions with the total composition C11H38BF4O8 at a distorted geometry.

Results
Energy above the lowest of the compared OMol25 structures with the same formula, charge and spin in kcal per mole: 5.9
Frontier orbital gap (spin up / spin down) in eV: 9.79 / 2.81
Spin multiplicity: 2
<S²>: 0.755
Max |F| in eV/A: 2.51

Atoms and positions in Å:
B1 -0.3751 0.1987 0.3998
F1 0.3195 0.4277 -0.7715
F2 -1.3868 -0.6872 0.1259
F3 0.4861 -0.2933 1.3809
F4 -0.9814 1.3632 0.8362
C1 2.2914 1.9835 1.4851
O1 3.1817 2.9800 1.8714
H1 2.0987 1.9839 0.4123
H2 2.7993 1.0706 1.7961
H3 1.3653 2.0619 2.0545
H4 3.9176 2.4806 2.2327
C2 -2.9363 4.1937 -0.7936
O2 -1.7321 4.1165 -0.0585
H5 -3.1856 5.2258 -1.0403
H6 -2.7993 3.6725 -1.7410
H7 -3.7572 3.7880 -0.2023
H8 -1.6565 3.1976 0.2089
C3 -0.8158 -1.7454 -2.9544
O3 -1.9810 -1.8348 -2.1487
H9 0.0989 -1.8853 -2.3782
H10 -0.7729 -2.4318 -3.8001
H11 -0.7379 -0.7093 -3.2837
H12 -1.7790 -1.3722 -1.3321
C4 1.4101 0.2781 4.8279
O4 1.3462 -1.0609 5.3447
H13 0.5475 0.3656 4.1673
H14 1.3172 0.9961 5.6428
H15 2.2853 0.4782 4.2098
H16 0.6096 -1.0755 5.9602
C5 -1.8904 -2.6146 2.6605
O5 -0.4944 -2.4498 2.4935
H17 -2.0295 -3.1832 3.5800
H18 -2.4562 -1.6864 2.5805
H19 -2.2974 -3.2586 1.8810
H20 -0.4176 -1.6997 1.8993
C6 3.7493 -3.3990 -0.5520
C7 2.9144 -2.1257 -0.4305
O6 2.0519 -2.3188 0.7167
H21 4.2474 -3.6151 0.3932
H22 4.5059 -3.2155 -1.3148
H23 3.1110 -4.2134 -0.8946
H24 2.3422 -1.9277 -1.3369
H25 3.5517 -1.2566 -0.2674
H26 1.5602 -1.5076 0.8646
C8 -4.9952 0.6394 -0.7364
C9 -4.4853 0.3768 0.6816
O7 -5.3611 1.1158 1.5438
H27 -4.9104 1.6774 -1.0582
H28 -6.0244 0.3033 -0.8619
H29 -4.3968 0.0080 -1.3932
H30 -3.4795 0.7642 0.8442
H31 -4.5720 -0.6659 0.9873
H32 -5.3762 0.6461 2.3809
C10 3.6078 0.7719 -4.8814
C11 2.3917 0.5344 -3.9398
O8 2.8001 0.7950 -2.6509
H33 4.4101 0.0444 -4.7578
H34 3.9905 1.7849 -4.7571
H35 3.2444 0.5406 -5.8826
H36 2.0624 -0.5000 -4.0381
H37 1.4684 1.0955 -4.0840
H38 1.9994 0.7735 -2.1217

These are the Mulliken partial charges, in e, on atoms 1 to 2:
1 B 0.819
2 F -0.193



Density functional theory data (ωB97M-V with the def2-TZVPD basis set) for 8 unconnected molecules or ions with the total composition C11H38N10O8 at a distorted geometry.

Results
Energy above the lowest of the compared OMol25 structures with the same formula, charge and spin in kcal per mole: 7.6
Frontier orbital gap in eV: 9.59
SMILES: NC(N)=O.NC(N)=O.NC(N)=O.NC(N)=O.NC(N)=O.CCO.CCO.CCO
Max |F| in eV/A: 3.72

Atoms and positions in Å:
N1 5.6898 2.8498 -0.3226
C1 5.2167 2.3779 -1.5454
N2 4.9539 3.2005 -2.5386
O1 5.0915 1.1605 -1.6912
H1 5.9203 2.1379 0.3680
H2 5.8986 3.7814 -0.0846
H3 4.5088 2.7135 -3.3033
H4 5.2039 4.1828 -2.4382
N3 -2.5337 -4.5237 1.0654
C2 -1.2764 -3.9462 1.1252
N4 -0.6131 -3.9766 -0.0889
O2 -0.8997 -3.5123 2.1830
H5 -3.0013 -4.7818 1.8898
H6 -2.8107 -5.0507 0.2539
H7 0.1816 -3.3997 -0.1918
H8 -1.2891 -4.0403 -0.8649
N5 2.2877 0.0373 -2.4069
C3 2.5341 -1.2211 -2.0169
N6 3.8112 -1.6361 -1.8363
O3 1.5904 -2.0515 -1.9445
H9 1.4292 0.0542 -2.9303
H10 3.0422 0.6705 -2.6093
H11 3.7903 -2.5892 -1.4987
H12 4.4592 -0.9847 -1.6086
N7 -1.6320 -1.6106 -3.1045
C4 -2.6832 -2.1311 -2.3534
N8 -3.8113 -1.3790 -2.3674
O4 -2.6804 -3.1885 -1.7806
H13 -0.6764 -1.9242 -2.8091
H14 -1.6793 -0.6376 -3.3763
H15 -4.5380 -1.6137 -1.7041
H16 -3.7168 -0.3506 -2.3757
N9 -0.1773 2.1340 0.5200
C5 -0.2360 1.1048 -0.3088
N10 0.1647 -0.1124 0.0353
O5 -0.6278 1.2979 -1.4798
H17 -0.2337 3.0676 0.1474
H18 0.3182 2.1228 1.4174
H19 0.6849 -0.3010 0.8662
H20 0.3377 -0.6965 -0.7755
C6 -4.5911 3.8666 -1.7172
C7 -3.5320 2.9522 -1.0695
O6 -3.2250 1.8482 -1.8705
H21 -4.1479 4.2451 -2.6395
H22 -4.8291 4.7678 -1.1467
H23 -5.5160 3.2699 -1.9381
H24 -3.8783 2.5839 -0.0346
H25 -2.6079 3.5746 -0.8988
H26 -2.2714 1.6677 -1.8078
C8 -2.6525 -0.9999 1.8918
C9 -2.1739 -1.0686 3.3184
O7 -0.8058 -1.3401 3.4150
H27 -3.7419 -1.1793 1.8752
H28 -2.3105 -1.8743 1.2544
H29 -2.3439 -0.0758 1.3040
H30 -2.8274 -1.6654 3.9551
H31 -2.2945 -0.0543 3.7338
H32 -0.8005 -2.2281 3.0110
C10 3.1651 0.9565 4.1092
C11 2.4040 0.1686 3.0430
O8 1.0564 0.6760 2.8627
H33 4.1301 0.5006 4.4151
H34 2.5339 0.9987 5.0184
H35 3.4517 1.9968 3.8470
H36 2.3680 -0.8652 3.3978
H37 2.9497 0.1257 2.0658
H38 0.4916 -0.0820 3.0895

These are the Mulliken partial charges, in e, on atoms 1 to 2:
1 N -0.417
2 C 0.697



Density functional theory data (ωB97M-V with the def2-TZVPD basis set) for 8 unconnected molecules or ions with the total composition C11H38O8 at a distorted geometry.

Results
Energy above the lowest of the compared OMol25 structures with the same formula, charge and spin in kcal per mole: 69.0
Frontier orbital gap in eV: 9.88
SMILES: CCO.CCO.CCO.CO.CO.CO.CO.CO
Max |F| in eV/A: 1.64

Atoms and positions in Å:
C1 -19.8696 -16.4866 -17.1695
C2 -20.0586 -16.4171 -15.6819
O1 -21.0058 -17.4510 -15.3321
H1 -19.3867 -15.6055 -17.5952
H2 -20.8200 -16.6565 -17.6746
H3 -19.2122 -17.3154 -17.4460
H4 -20.5524 -15.4800 -15.3999
H5 -19.1074 -16.5395 -15.1591
H6 -21.2945 -17.3135 -14.4271
C3 -17.3552 -13.1900 -9.1127
C4 -15.9210 -12.7054 -9.2474
O2 -15.6716 -11.5557 -8.4450
H7 -18.1020 -12.5034 -9.5214
H8 -17.5982 -13.3316 -8.0595
H9 -17.4922 -14.1203 -9.6729
H10 -15.6562 -12.4562 -10.2804
H11 -15.2843 -13.5167 -8.8934
H12 -15.8654 -10.7678 -8.9561
C5 -17.9417 -13.7075 -14.5534
C6 -17.0224 -12.5339 -14.9233
O3 -16.9195 -12.4530 -16.3474
H13 -17.5408 -14.6071 -15.0190
H14 -18.9417 -13.5146 -14.9390
H15 -17.9763 -13.8280 -13.4687
H16 -16.0100 -12.7323 -14.5591
H17 -17.4396 -11.6046 -14.5475
H18 -16.5041 -13.2430 -16.7010
C7 -18.9208 -18.5999 -10.6428
O4 -19.0105 -18.1642 -11.9922
H19 -18.0725 -18.1414 -10.1265
H20 -19.8357 -18.3905 -10.0891
H21 -18.7275 -19.6756 -10.5801
H22 -19.9007 -17.8409 -12.1408
C8 -16.3458 -16.0637 -12.4935
O5 -16.9973 -16.8691 -13.4581
H23 -15.4168 -15.6649 -12.8911
H24 -16.9705 -15.2225 -12.1725
H25 -16.1925 -16.6857 -11.6027
H26 -17.7939 -17.2682 -13.0654
C9 -14.8947 -16.1431 -8.6593
O6 -13.8121 -16.1890 -9.5586
H27 -14.6413 -15.6096 -7.7355
H28 -15.7741 -15.6853 -9.1093
H29 -15.1870 -17.1307 -8.2824
H30 -13.4137 -17.0592 -9.5665
C10 -15.1597 -17.6902 -16.2664
O7 -16.2594 -16.8022 -16.2119
H31 -14.6430 -17.7056 -15.3035
H32 -15.4896 -18.7109 -16.4851
H33 -14.4814 -17.3893 -17.0601
H34 -16.7032 -16.9177 -15.3589
C11 -15.5074 -20.0544 -12.7329
O8 -15.3008 -21.3610 -13.2320
H35 -14.5873 -19.5290 -12.4504
H36 -16.0684 -19.4727 -13.4621
H37 -16.1326 -20.0552 -11.8249
H38 -14.8380 -21.8589 -12.5511

These are the Mulliken partial charges, in e, on atoms 1 to 2:
1 C -1.212
2 C 0.477



Density functional theory data (ωB97M-V with the def2-TZVPD basis set) for 8 unconnected molecules or ions with the total composition C11H38O8 at a distorted geometry.

Results
Energy above the lowest of the compared OMol25 structures with the same formula, charge and spin in kcal per mole: 83.2
Frontier orbital gap in eV: 10.17
SMILES: CCO.CCO.CCO.CCO.CCO.CO.O.O
Max |F| in eV/A: 3.35

Atoms and positions in Å:
C1 3.2351 -2.8157 0.4143
C2 3.1571 -2.7409 -1.0481
O1 4.0228 -3.6317 -1.6210
H1 2.4079 -2.2113 0.7866
H2 4.1644 -2.4705 0.8674
H3 3.0732 -3.8188 0.8090
H4 3.5553 -1.7888 -1.3989
H5 2.1432 -2.9261 -1.4027
H6 4.9306 -3.5294 -1.3262
C3 0.9077 2.2706 -5.8897
C4 1.7149 1.7158 -4.7390
O2 3.0734 1.8322 -5.1619
H7 -0.0966 2.4046 -5.4878
H8 0.7241 1.4527 -6.5864
H9 1.4299 3.1708 -6.2137
H10 1.4715 0.6694 -4.5553
H11 1.5255 2.3017 -3.8395
H12 3.2486 1.0356 -5.6683
C5 1.3644 1.2156 5.7472
C6 1.3908 -0.3349 5.8829
O3 2.4692 -0.8399 5.1014
H13 2.3138 1.6515 5.4360
H14 1.0153 1.6114 6.7009
H15 0.6210 1.4106 4.9744
H16 0.4586 -0.6628 5.4228
H17 1.5469 -0.5970 6.9294
H18 3.3252 -0.5653 5.4381
C7 -5.4193 0.9430 1.9858
C8 -4.9039 1.2711 3.3150
O4 -5.0584 2.6142 3.5546
H19 -5.2773 1.6736 1.1894
H20 -6.4724 0.7471 2.1874
H21 -5.2481 -0.0622 1.6006
H22 -3.8383 1.0787 3.1902
H23 -5.3050 0.5543 4.0315
H24 -4.2597 2.9658 3.9546
C9 -2.3673 -4.5334 -3.0621
C10 -2.4615 -3.4792 -1.9053
O5 -1.8198 -2.3732 -2.4570
H25 -2.7455 -5.5363 -2.8638
H26 -1.2956 -4.5752 -3.2565
H27 -2.8807 -4.2182 -3.9705
H28 -1.9596 -3.6799 -0.9588
H29 -3.5004 -3.2384 -1.6798
H30 -1.6699 -1.6830 -1.8068
C11 3.4508 2.3698 0.6405
O6 2.3624 1.9337 1.5008
H31 4.1641 3.0595 1.0917
H32 4.0859 1.5501 0.3047
H33 3.0006 2.7208 -0.2880
H34 2.7138 1.3106 2.1410
O7 -3.0331 3.2600 -2.6446
H35 -2.5681 3.8919 -3.1930
H36 -3.9206 3.6115 -2.5731
O8 -1.2470 1.0557 0.0531
H37 -0.6227 1.0910 0.7779
H38 -1.0975 1.8672 -0.4321

These are the Mulliken partial charges, in e, on atoms 1 to 2:
1 C -1.044
2 C -0.101



Among the records above, which one has the lowest energy above the lowest of the compared OMol25 structures with the same formula, charge and spin? C11H34N8O5